{"formula": "C42H34BrCaClNO2P2S", "method": "ωB97M-V/def2-TZVPD", "e_above_lowest_kcal_mol": 0.0, "total_charge": -1, "e_homo_ev": -3.8, "species": ["Ca", "S", "C", "C", "C", "C", "C", "C", "C", "C", "C", "N", "H", "H", "H", "H", "H", "H", "C", "P", "C", "C", "C", "C", "C", "C", "C", "C", "C", "C", "C", "C", "P", "C", "C", "C", "C", "C", "C", "C", "C", "C", "C", "C", "C", "H", "H", "H", "H", "H", "H", "H", "H", "H", "H", "H", "H", "H", "H", "H", "H", "H", "H", "H", "H", "H", "H", "Cl", "C", "H", "H", "Br", "C", "C", "C", "C", "C", "C", "C", "O", "O", "H", "H", "H", "H"], "xyz": [[-2.867, -24.871, 5.668], [-4.691, -29.268, 5.999], [-4.117, -29.266, 4.403], [-3.388, -28.133, 4.141], [-3.327, -27.168, 5.183], [-3.946, -27.680, 6.324], [-4.061, -26.991, 7.624], [-4.873, -27.476, 8.690], [-4.878, -26.844, 9.939], [-4.099, -25.696, 10.106], [-3.360, -25.228, 9.026], [-3.378, -25.818, 7.804], [-4.281, -30.109, 3.748], [-2.903, -27.972, 3.179], [-5.462, -28.395, 8.551], [-5.526, -27.178, 10.740], [-4.023, -25.188, 11.074], [-2.735, -24.340, 9.141], [-0.785, -20.563, 6.645], [-1.965, -21.893, 6.080], [-3.426, -21.304, 7.007], [-3.454, -21.500, 8.416], [-4.620, -21.273, 9.119], [-5.756, -20.765, 8.478], [-5.717, -20.617, 7.107], [-4.565, -20.854, 6.348], [-2.132, -21.617, 4.265], [-3.279, -22.061, 3.555], [-3.333, -21.934, 2.157], [-2.191, -21.567, 1.438], [-1.027, -21.253, 2.137], [-0.979, -21.298, 3.538], [-1.590, -18.945, 6.947], [-2.139, -18.420, 5.293], [-1.169, -18.246, 4.316], [-1.547, -17.904, 3.032], [-2.879, -17.658, 2.728], [-3.840, -17.755, 3.746], [-3.472, -18.130, 5.025], [-0.173, -17.823, 7.186], [-0.426, -16.464, 6.938], [0.604, -15.547, 7.050], [1.870, -15.942, 7.480], [2.112, -17.281, 7.732], [1.091, -18.226, 7.642], [0.104, -20.509, 6.003], [-0.387, -20.960, 7.591], [-2.531, -21.794, 8.918], [-4.634, -21.533, 10.170], [-6.662, -20.515, 9.038], [-6.595, -20.309, 6.540], [-4.596, -20.718, 5.265], [-4.172, -22.432, 4.083], [-4.263, -22.182, 1.619], [-2.206, -21.582, 0.342], [-0.119, -20.995, 1.603], [-0.025, -21.089, 4.056], [-0.101, -18.378, 4.585], [-0.790, -17.836, 2.253], [-3.166, -17.442, 1.696], [-4.901, -17.530, 3.535], [-4.238, -18.200, 5.814], [-1.451, -16.177, 6.682], [0.439, -14.488, 6.839], [2.677, -15.220, 7.614], [3.116, -17.632, 8.040], [1.322, -19.256, 7.935], [0.717, -23.556, 5.352], [-0.158, -25.078, 4.971], [0.299, -25.846, 5.615], [0.017, -25.259, 3.895], [-9.973, -28.053, 2.803], [-8.784, -26.802, 3.521], [-9.305, -25.603, 3.990], [-8.436, -24.651, 4.424], [-7.053, -24.863, 4.338], [-6.545, -26.082, 3.909], [-7.405, -27.057, 3.508], [-6.089, -23.826, 4.805], [-6.464, -22.657, 4.591], [-4.984, -24.198, 5.369], [-10.402, -25.508, 4.014], [-8.792, -23.676, 4.773], [-5.459, -26.282, 3.873], [-7.069, -28.046, 3.148]], "lowdin_charge": [1.200, 0.937, -0.472, -0.266, -0.284, -0.522, -0.275, -0.030, -0.072, -0.089, -0.124, -0.016, 0.052, 0.085, 0.092, 0.100, 0.099, 0.099, -0.528, 0.963, -0.437, -0.136, -0.100, -0.087, -0.084, -0.122, -0.363, -0.091, -0.074, -0.098, -0.094, -0.147, 1.023, -0.403, -0.117, -0.095, -0.079, -0.081, -0.113, -0.398, -0.113, -0.098, -0.112, -0.107, -0.096, 0.033, 0.042, 0.097, 0.095, 0.101, 0.108, 0.093, 0.064, 0.111, 0.099, 0.099, 0.076, 0.124, 0.106, 0.102, 0.109, 0.106, 0.109, 0.101, 0.098, 0.108, 0.102, 0.298, -0.726, -0.076, -0.073, 0.717, -0.717, -0.152, -0.027, -0.128, -0.019, -0.122, -0.597, 0.003, -0.234, 0.100, 0.123, 0.111, 0.105]}

=====

{"formula": "C32H16Cl4N3O13TeY", "method": "ωB97M-V/def2-TZVPD", "e_above_lowest_kcal_mol": 15.6, "total_charge": -2, "e_homo_ev": -3.0, "species": ["Y", "Cl", "C", "C", "Cl", "C", "Cl", "C", "O", "C", "O", "C", "Cl", "O", "C", "O", "C", "C", "C", "C", "C", "C", "O", "N", "O", "O", "N", "O", "O", "H", "H", "Te", "C", "C", "C", "C", "C", "C", "C", "C", "C", "C", "C", "C", "H", "H", "H", "H", "H", "H", "H", "H", "H", "H", "O", "C", "O", "C", "C", "C", "C", "C", "C", "N", "O", "O", "H", "H", "H", "H"], "xyz": [[0.769, -0.494, -0.269], [6.648, -3.564, 1.573], [4.967, -3.127, 1.479], [4.075, -3.556, 2.443], [4.619, -4.521, 3.786], [2.720, -3.211, 2.334], [1.559, -3.760, 3.509], [2.239, -2.434, 1.289], [0.965, -2.105, 1.142], [3.176, -1.954, 0.314], [2.718, -1.194, -0.660], [4.510, -2.329, 0.419], [5.597, -1.765, -0.812], [1.754, 2.695, 2.522], [1.104, 2.167, 1.632], [1.367, 1.015, 1.108], [-0.134, 2.894, 1.091], [-0.420, 4.112, 1.663], [-1.568, 4.816, 1.298], [-2.450, 4.290, 0.382], [-2.150, 3.087, -0.222], [-0.969, 2.354, 0.049], [-0.687, 1.306, -0.577], [-3.117, 2.607, -1.231], [-4.256, 3.063, -1.206], [-2.689, 1.892, -2.117], [-1.852, 6.125, 1.885], [-2.849, 6.724, 1.513], [-1.076, 6.562, 2.715], [0.257, 4.492, 2.414], [-3.357, 4.811, 0.119], [-2.158, -1.107, -1.032], [-2.997, -2.999, -0.577], [-2.555, -3.711, 0.537], [-3.138, -4.928, 0.862], [-4.159, -5.448, 0.072], [-4.593, -4.748, -1.045], [-4.012, -3.524, -1.369], [-2.974, -0.318, 0.758], [-4.293, 0.122, 0.785], [-4.811, 0.714, 1.930], [-4.012, 0.873, 3.055], [-2.696, 0.428, 3.037], [-2.179, -0.168, 1.893], [-1.747, -3.320, 1.146], [-2.788, -5.474, 1.729], [-4.611, -6.399, 0.325], [-5.385, -5.149, -1.666], [-4.357, -2.975, -2.237], [-4.911, 0.028, -0.100], [-5.834, 1.070, 1.934], [-4.412, 1.348, 3.943], [-2.062, 0.549, 3.906], [-1.154, -0.522, 1.919], [0.862, -0.554, -4.656], [1.189, -0.330, -3.501], [0.513, -0.615, -2.444], [2.530, 0.341, -3.259], [2.725, 1.287, -2.258], [3.966, 1.870, -2.071], [5.002, 1.487, -2.895], [4.846, 0.550, -3.897], [3.595, -0.012, -4.078], [6.325, 2.128, -2.718], [7.236, 1.765, -3.439], [6.425, 3.010, -1.891], [1.907, 1.599, -1.619], [4.133, 2.601, -1.293], [5.691, 0.275, -4.512], [3.424, -0.743, -4.856]], "nbo_charge": [1.998, -0.009, -0.098, -0.109, -0.012, -0.118, -0.016, 0.260, -0.861, 0.330, -0.855, -0.152, -0.001, -0.659, 0.806, -0.866, -0.263, -0.107, -0.081, -0.128, -0.112, 0.517, -0.780, 0.534, -0.433, -0.358, 0.541, -0.426, -0.407, 0.267, 0.262, 0.728, -0.292, -0.160, -0.220, -0.229, -0.222, -0.239, -0.255, -0.240, -0.212, -0.235, -0.143, -0.248, 0.230, 0.208, 0.200, 0.201, 0.215, 0.221, 0.207, 0.205, 0.210, 0.224, -0.660, 0.799, -0.856, -0.090, -0.126, -0.186, 0.001, -0.199, -0.173, 0.541, -0.408, -0.388, 0.213, 0.248, 0.235, 0.230]}

=====

Which F_max belongs to each record? In order, 0.0444 0.0264 Eh/bohr.